The following is a DFT calculation (wB97M-V/def2-TZVPD) of a 2-piece molecular cluster, CH8N2S overall at a distorted geometry.

Element x y z (Å)
H: 0.47 1.51 -3.44
H: 1.36 -0.67 2.52
C: 0.54 -1.34 2.19
H: 1.51 -3.05 1.30
H: -0.51 1.02 -1.79
S: -0.44 2.05 -2.65
H: -0.20 0.58 1.65
H: -1.17 -0.73 1.46
N: -0.48 -0.30 2.10
H: -0.12 -2.93 1.20
N: 0.75 -2.39 1.23
H: 0.18 -1.90 3.11

Results
LUMO level	0.82	eV
HOMO-LUMO gap	9.8424	eV
energy	-550.541577	a.u.
ΔE to the lowest compared entry with this formula, charge and spin	99.8	kJ/mol
SMILES	NCN.S
spin multiplicity	1
charge	0